No. 1
132
Properties=species:S:1:pos:R:3:forces:R:3 method="wB97M-V/def2-TZVPD" gap_ev=7.71 total_energy_ha=-4734.80525 total_charge=0 smiles="[H]/N=C(/N)NCCCC[C@H](F)O[C@@H](CCCCC(F)(F)C(F)(F)S(F)(F)(F)(F)F)[C@H](NCCOC(C)=O)P(=N)(O)O.CN(C)P(=O)(N(C)C)N(C)C.CN(C)P(=O)(N(C)C)N(C)C"
C -3.4638 -0.8193 0.0803 0.523 -0.250 0.164
C -3.6743 -2.2884 -0.2782 0.518 0.719 1.061
O -4.2728 -2.6237 -1.2340 -0.947 -0.511 -1.422
O -3.1721 -3.2425 0.5884 0.331 0.359 0.103
C -1.7708 -3.4503 0.3526 0.335 -0.322 -0.372
C -1.0980 -4.1550 1.5612 -0.831 1.334 -0.111
N -0.0266 -3.2994 2.1026 0.248 -1.330 0.067
C 1.3135 -3.8957 2.0522 1.239 2.198 0.004
C 2.2272 -2.8510 1.3334 1.285 -1.412 0.177
C 3.6411 -3.4669 1.0351 -0.580 -0.373 -0.434
C 3.8733 -3.5528 -0.4869 -0.100 0.490 -0.031
C 3.9433 -2.1548 -1.1802 -0.143 -1.388 0.103
C 3.5968 -2.3687 -2.6746 0.488 0.090 -0.177
C 3.1078 -1.1076 -3.3891 1.305 -0.523 1.569
F 3.3210 -1.1411 -4.7067 -0.770 -0.337 -0.500
F 3.9309 -0.1007 -2.9482 -0.279 0.376 0.111
C 1.6766 -0.6141 -3.0265 0.199 0.800 -0.905
F 1.4350 0.4510 -3.7879 -0.114 0.197 -0.575
F 1.6011 -0.1654 -1.7874 0.373 -0.558 0.864
S 0.2519 -1.8212 -3.2742 -2.375 0.691 -0.548
F -0.2988 -0.9957 -4.5321 0.333 -0.433 0.111
F -0.6716 -0.8845 -2.3547 0.341 -0.342 0.041
F 0.6723 -2.6655 -1.9915 0.514 0.038 -0.285
F 1.0645 -2.7437 -4.2794 0.300 -0.052 0.510
F -0.9886 -2.8008 -3.4366 0.347 0.037 0.064
O 2.3195 -1.7324 2.2194 -0.795 0.080 -1.086
C 1.9732 -0.5132 1.6323 0.333 1.216 1.874
F 0.7253 -0.5569 1.0342 0.391 -0.354 -0.436
C 1.8828 0.5310 2.7771 0.398 -0.254 -0.743
C 3.0548 1.5439 2.7881 -0.957 0.593 1.224
C 2.5516 2.8985 3.4045 0.315 -0.660 -0.171
C 2.4560 2.8925 4.9371 -0.137 0.661 0.353
N 1.3776 2.0326 5.4897 -0.049 0.527 -0.195
C 0.0711 2.4549 5.0652 -0.639 -0.201 0.271
N -0.7474 1.6241 4.5954 -0.192 -0.713 -0.173
N -0.3513 3.8153 5.1984 0.365 0.341 -0.085
P 1.8352 -4.2523 3.8179 -1.947 -1.649 0.686
N 0.8291 -5.3056 4.3929 0.185 0.259 -0.428
O 1.7888 -2.9516 4.7873 0.949 -0.144 -0.914
O 3.3289 -4.8582 3.9057 -0.326 0.989 0.200
H -3.6994 -0.2066 -0.7947 -0.109 -0.178 0.261
H -2.4203 -0.6189 0.3677 -0.303 -0.132 0.005
H -4.0909 -0.5424 0.9376 0.077 -0.130 -0.249
H -1.6290 -4.0831 -0.5436 -0.345 0.234 0.162
H -1.3113 -2.4743 0.1287 0.191 -0.354 0.363
H -1.8738 -4.2450 2.3370 0.148 -0.395 -0.343
H -0.7524 -5.1378 1.2189 0.073 0.163 0.432
H -0.2461 -3.0316 3.0542 -0.230 -0.107 -0.189
H 1.3689 -4.8447 1.5029 -0.219 0.126 0.256
H 1.7884 -2.6190 0.3531 -0.316 0.337 0.531
H 4.4476 -2.9247 1.5432 -0.269 -0.138 0.018
H 3.5876 -4.5057 1.3968 0.529 0.369 0.137
H 3.0276 -4.1251 -0.9089 0.211 0.184 0.086
H 4.7795 -4.1181 -0.7542 -0.226 0.075 0.284
H 3.2652 -1.4772 -0.6534 0.163 0.020 -0.382
H 4.9755 -1.7979 -1.0888 -0.364 0.265 0.021
H 4.5333 -2.6453 -3.1848 -0.320 0.139 -0.021
H 2.9316 -3.2278 -2.8059 -0.056 0.407 -0.025
H 2.7587 -0.1962 0.9282 -0.594 -0.250 -0.449
H 1.8092 -0.0277 3.7189 0.142 0.289 -0.153
H 0.9487 1.0907 2.6572 0.138 -0.250 -0.168
H 3.8383 1.1668 3.4626 0.144 0.065 -0.595
H 3.4354 1.7620 1.7813 -0.008 -0.336 0.225
H 1.5729 3.1372 2.9594 0.211 0.066 0.158
H 3.2317 3.7068 3.0955 -0.175 -0.169 0.273
H 2.2680 3.9254 5.2796 0.283 -0.182 -0.236
H 3.3981 2.5423 5.3853 -0.220 0.085 -0.212
H 1.3956 2.1045 6.5058 0.177 -0.064 -0.115
H -0.2886 0.7100 4.5935 -0.103 0.107 -0.208
H -0.9759 3.9148 5.9962 0.348 -0.101 0.098
H -0.9408 4.0426 4.4012 0.170 -0.066 0.029
H 0.1271 -5.5755 3.7108 0.070 -0.230 0.254
H 1.1475 -2.2905 4.4904 0.248 -0.073 0.040
H 3.2460 -5.5816 4.5540 0.059 0.065 -0.254
O 1.1876 6.8553 3.6573 3.389 0.517 1.945
P 1.3550 8.3587 3.5619 -6.498 0.693 -3.703
N -0.0803 8.7880 4.4355 0.099 -0.093 0.634
C -0.8563 10.0052 4.2779 0.264 0.518 0.011
C -0.0489 8.4273 5.8530 0.080 -0.482 -0.026
N 1.0685 8.4399 1.8436 0.218 -0.045 -0.562
C -0.1676 8.9595 1.2891 0.050 0.577 0.150
C 1.4508 7.2478 1.0882 0.086 -0.215 0.248
N 1.9325 10.0334 3.5495 2.772 -1.379 0.913
C 2.6739 10.5294 2.3752 -0.034 0.090 -0.461
C 2.8522 10.2283 4.7050 -0.393 0.202 0.500
H -0.3326 10.8965 4.6494 -0.022 0.034 -0.037
H -1.7862 9.9229 4.8465 0.099 -0.221 0.089
H -1.1637 10.1877 3.2541 0.209 -0.038 -0.038
H 0.4897 9.1734 6.4535 -0.104 0.045 0.092
H 0.4310 7.4587 5.9986 0.039 0.022 -0.122
H -1.0624 8.3449 6.2524 -0.014 0.062 -0.085
H -1.0488 8.4119 1.6464 -0.072 0.071 -0.017
H -0.1507 8.9039 0.1976 0.134 -0.215 0.043
H -0.2806 10.0248 1.5023 -0.084 -0.054 0.156
H 0.6919 6.4587 1.1552 0.081 -0.070 0.000
H 2.3956 6.8408 1.4459 -0.083 -0.042 0.048
H 1.5901 7.4961 0.0325 -0.082 0.204 0.048
H 3.4829 9.8576 2.0804 0.038 0.089 -0.077
H 3.1065 11.5088 2.5979 -0.003 -0.115 0.349
H 2.0222 10.6909 1.5217 -0.088 -0.280 0.058
H 3.7668 9.6388 4.5921 0.087 0.147 -0.008
H 2.3777 9.9265 5.6413 -0.086 -0.068 -0.073
H 3.1257 11.2781 4.8118 -0.063 -0.005 -0.095
O -3.6851 -7.1015 -4.2566 3.264 2.033 0.828
P -3.5698 -6.1882 -5.4620 -6.353 -2.685 -2.841
N -5.0537 -5.3280 -5.2268 0.083 0.380 0.463
C -5.8621 -4.7044 -6.2583 0.253 0.338 -0.396
C -5.0717 -4.4792 -4.0320 0.120 -0.307 0.342
N -3.7685 -7.4610 -6.6386 0.234 -0.455 -0.358
C -4.9921 -7.6231 -7.4011 0.021 0.495 -0.332
C -3.3054 -8.7822 -6.2176 0.075 0.056 0.321
N -3.0506 -5.0809 -6.7445 2.800 -0.045 1.611
C -2.2710 -5.6090 -7.8789 -0.022 -0.280 -0.358
C -2.1960 -4.0217 -6.1394 -0.450 0.484 0.161
H -5.3857 -3.8162 -6.6956 -0.025 -0.004 -0.049
H -6.8125 -4.3766 -5.8298 0.104 -0.068 0.230
H -6.1302 -5.3827 -7.0616 0.212 -0.041 0.001
H -4.5846 -3.5121 -4.2124 -0.108 0.092 0.054
H -4.5667 -4.9643 -3.1972 0.045 -0.037 -0.085
H -6.0967 -4.2827 -3.7112 -0.008 -0.031 -0.099
H -5.8703 -7.7604 -6.7578 -0.076 0.030 -0.066
H -4.9174 -8.4876 -8.0660 0.139 -0.099 0.190
H -5.1538 -6.7786 -8.0750 -0.094 0.083 0.147
H -4.0378 -9.2891 -5.5781 0.086 -0.040 0.057
H -2.3667 -8.7146 -5.6698 -0.087 0.004 0.065
H -3.1206 -9.4152 -7.0902 -0.092 0.165 -0.129
H -1.4256 -6.2196 -7.5538 0.040 -0.001 -0.119
H -1.8839 -4.7805 -8.4791 -0.014 0.192 0.311
H -2.8857 -6.1926 -8.5580 -0.077 -0.144 0.248
H -1.2570 -4.4346 -5.7580 0.083 0.093 -0.114
H -2.7051 -3.5335 -5.3059 -0.079 -0.111 0.000
H -1.9639 -3.2446 -6.8684 -0.052 -0.074 -0.059

---

No. 2
120
Properties=species:S:1:pos:R:3:forces:R:3 method="wB97M-V/def2-TZVPD" gap_ev=7.22 total_energy_ha=-2484.11250 total_charge=0
C 6.0120 2.5707 2.9624 0.122 -1.749 -0.952
C 4.6935 3.3125 2.8766 0.239 3.307 2.198
O 4.4839 4.2110 3.7290 0.208 -1.652 -0.839
N 3.8161 3.2166 1.8637 -0.763 -1.534 -2.335
C 4.0108 2.4514 0.5978 1.042 2.135 1.735
H 5.9953 1.6286 2.4145 -0.164 -0.022 -0.293
H 6.3282 2.2110 3.9416 -0.578 0.744 0.347
H 6.8731 3.0799 2.5296 -0.341 0.607 0.026
H 2.9834 3.7878 1.8855 0.290 0.149 0.629
H 3.1961 2.3682 -0.1215 1.549 1.171 1.232
H 4.3538 1.4239 0.7186 -2.059 4.131 1.608
H 4.8581 2.8979 0.0773 0.187 0.204 -0.382
C 0.1553 0.1790 -3.2004 2.185 1.800 -6.020
C 0.6697 0.1279 -4.6701 -1.065 1.364 1.235
O 0.0148 0.5784 -5.5734 -1.013 0.538 -1.480
N 1.9166 -0.3244 -4.8764 1.310 -0.277 1.021
C 2.5984 -0.2793 -6.1437 -0.167 -0.097 -1.074
H 0.8619 -0.2698 -2.5022 0.911 1.249 -2.545
H -0.7873 -0.3572 -3.0906 0.273 1.429 -2.167
H -0.0888 1.2002 -2.9079 0.565 0.129 -0.809
H 2.2840 -0.8925 -4.1266 0.291 0.185 -0.239
H 2.2940 -1.1371 -6.7434 0.327 -0.108 -0.199
H 3.6839 -0.1868 -6.1110 0.035 -0.585 0.747
H 2.3723 0.5931 -6.7568 -0.776 0.146 0.442
C 1.5085 3.7940 -1.0337 -0.358 0.534 0.885
C 0.5469 3.9490 0.1846 -0.115 0.378 -1.289
O -0.4787 3.3215 0.2685 0.737 0.794 -1.463
N 0.8249 4.9123 1.0803 1.607 0.045 -0.355
C 0.0161 5.2839 2.2036 -0.787 0.793 0.313
H 1.7062 4.7798 -1.4545 0.264 -0.188 -0.122
H 1.1002 3.0591 -1.7276 -0.341 1.545 -0.599
H 2.3817 3.2350 -0.6975 -0.207 1.758 -0.551
H 1.6875 5.4068 0.9024 -0.207 0.246 0.311
H -1.0181 4.9478 2.1289 0.224 -0.244 -0.515
H -0.0485 6.3718 2.1863 0.114 0.068 0.396
H 0.3682 4.9339 3.1739 0.371 0.009 -0.099
C -1.1271 -1.3123 0.4625 0.377 1.686 -0.338
C -0.1695 -0.6011 -0.4620 1.676 -1.824 1.818
O -0.1835 -0.8445 -1.6436 3.255 -1.829 8.265
N 0.6971 0.2084 0.0806 0.862 -1.356 -1.468
C 1.5336 1.1321 -0.6176 -1.950 -0.825 -0.261
H -1.3786 -2.3105 0.1040 -0.207 0.955 0.659
H -2.0224 -0.6942 0.5292 -0.091 -0.724 0.073
H -0.6289 -1.4011 1.4279 0.004 1.157 -1.277
H 0.8093 0.1210 1.0805 0.236 0.348 0.294
H 0.8779 1.9640 -0.8748 0.272 -1.195 0.303
H 1.8315 0.6492 -1.5482 0.884 0.557 0.034
H 2.3322 1.5185 0.0156 -1.510 -1.480 -0.164
C -1.5331 0.8988 -0.9600 -4.320 2.332 -0.814
C -2.5676 1.9489 -1.2634 -0.194 2.547 0.563
O -2.6712 2.9605 -0.5905 -0.999 -0.006 0.508
N -3.3010 1.8649 -2.3962 -1.574 -0.800 -2.584
C -4.2446 2.9158 -2.9876 1.292 -0.553 1.679
H -1.9766 -0.0075 -1.3723 0.317 1.020 -0.358
H -1.5186 0.6724 0.1061 -0.017 1.994 -0.797
H -0.6285 1.2611 -1.4486 -0.927 -0.146 0.787
H -3.1179 1.0761 -2.9998 0.021 0.032 0.031
H -4.2159 3.6766 -2.2076 -0.021 0.378 -0.407
H -5.2884 2.6268 -3.1106 0.149 -0.704 0.284
H -3.9215 3.2813 -3.9624 0.449 -0.022 0.242
C 2.5992 -2.9163 -0.0086 0.532 1.842 0.465
C 3.7683 -1.9523 0.3597 -2.472 -1.499 -0.952
O 4.6993 -2.5425 0.7737 4.044 -1.155 1.555
N 3.7395 -0.6091 0.2068 -1.099 -2.768 -0.800
C 4.9301 0.1826 0.3208 0.113 -2.739 -1.653
H 1.8489 -2.4574 -0.6524 1.982 0.568 0.550
H 2.1007 -3.2165 0.9131 0.147 0.531 -0.121
H 2.9147 -3.8836 -0.3996 0.698 0.544 -0.508
H 2.8045 -0.2878 0.0005 0.689 0.546 -0.046
H 4.6869 0.9171 -0.4470 1.357 -0.389 -0.258
H 5.8930 -0.2140 -0.0011 -0.303 -1.048 0.428
H 4.8668 0.5089 1.3589 1.750 -0.624 -0.021
C -1.2982 -4.0310 2.5341 1.110 -1.523 1.738
C -0.3762 -3.5281 1.5345 2.256 -2.375 -0.021
O 0.4213 -2.6406 1.7558 1.108 -0.639 0.417
N -0.4973 -4.1473 0.3702 0.286 -0.132 -1.663
C 0.2454 -3.8301 -0.8999 -1.497 -3.020 0.763
H -1.5092 -3.0794 3.0219 1.369 -3.275 0.741
H -0.9535 -4.6948 3.3270 0.524 -0.333 -0.463
H -2.1956 -4.3873 2.0283 0.538 -0.995 0.488
H -0.9098 -5.0658 0.4504 -0.132 0.159 -0.481
H -0.5129 -3.9020 -1.6795 1.061 -0.595 0.053
H 0.8851 -4.7108 -0.9575 0.715 0.503 -0.587
H 0.7726 -2.8762 -0.8871 -1.882 -1.321 -0.178
C -0.0967 -1.0931 3.8336 1.517 1.330 0.111
C -0.0326 0.2019 2.9304 -0.885 -0.514 1.635
O 0.9631 0.5110 2.2607 1.741 0.500 3.680
N -1.1353 0.8982 2.9677 6.383 2.294 -3.493
C -1.3343 2.0664 2.1473 0.497 -0.103 0.749
H -0.4443 -0.8398 4.8351 -0.595 0.042 -0.169
H 0.9423 -1.3793 3.9968 -0.047 -0.314 -0.302
H -0.6279 -1.9117 3.3479 1.292 1.054 1.028
H -1.9320 0.3977 3.3350 2.726 0.146 -0.847
H -2.3822 2.2373 1.9007 -0.100 -0.062 0.262
H -0.7985 2.1070 1.1989 -0.372 -1.197 1.128
H -0.9298 2.9160 2.6975 -0.303 0.184 0.024
C -5.2778 0.4212 3.2603 0.940 -0.063 0.530
C -3.9064 -0.2449 3.1936 1.190 3.670 1.732
O -2.8579 0.2207 3.7383 -11.687 -2.407 5.026
N -3.7266 -1.2961 2.5164 -2.675 -3.229 -2.981
C -2.5929 -2.1480 2.4894 -2.127 2.121 1.360
H -5.4684 0.5565 4.3249 -0.435 -0.457 0.061
H -6.0249 -0.1685 2.7292 -0.091 0.144 0.279
H -5.2824 1.4576 2.9224 0.383 -0.183 -0.512
H -4.5542 -1.7264 2.1291 -0.041 0.191 -0.166
H -1.7676 -1.6870 1.9469 -1.669 -0.867 0.370
H -2.8284 -3.1872 2.2598 -1.777 2.295 -0.392
H -2.1215 -2.0896 3.4705 -1.864 0.501 0.761
C -1.5743 -2.1520 -2.1757 -2.225 -0.919 -1.217
C -2.2587 -3.2422 -2.9044 1.253 0.028 -0.731
O -1.6250 -3.8022 -3.7853 -0.020 -0.710 -0.194
N -3.4836 -3.6253 -2.5311 -1.184 -0.655 0.480
C -4.1843 -4.7125 -3.1960 -1.060 0.173 -0.627
H -2.1794 -1.3547 -1.7439 -0.978 -0.774 -0.626
H -0.8452 -1.6273 -2.7931 -1.738 -2.889 -1.130
H -1.0054 -2.4651 -1.3002 -1.453 -0.360 -1.887
H -4.0418 -2.8697 -2.1601 -0.091 -0.333 0.197
H -3.5726 -5.3709 -3.8128 0.477 0.448 0.356
H -4.9231 -4.2829 -3.8725 -0.066 -0.002 -0.254
H -4.7738 -5.3418 -2.5292 0.297 0.112 0.443